Record 1
The following is a quantum chemistry calculation of a cluster of 2 separate species, C16H34N5O4 in total at a distorted geometry, from the OMol25 dataset.

Last column: Löwdin charge in e.
Element x y z (Å)
C  -1.267  3.530  -1.872  -0.14
C  -1.739  2.598  -0.597  -0.26
C  -2.478  1.193  -1.018  -0.21
C  -1.414  -0.081  -1.199  -0.20
C  -1.637  -1.173  0.003  -0.20
C  -0.530  -2.425  -0.038  -0.12
N  -0.305  -2.947  1.397  -0.17
N  -0.928  -4.144  1.706  0.05
C  0.481  -2.185  2.223  -0.10
N  1.126  -0.910  1.695  0.19
C  1.832  -0.428  2.942  -0.13
O  2.563  0.846  2.863  -0.07
C  1.693  1.795  3.634  -0.20
C  0.158  1.884  3.045  -0.10
N  1.602  -1.412  4.068  0.10
N  0.803  -2.474  3.671  -0.04
C  0.386  -3.578  4.616  -0.08
C  0.154  -2.868  6.112  -0.21
O  -0.767  -1.706  6.055  -0.15
H  -1.171  4.659  -1.498  0.09
H  -0.191  3.195  -2.190  0.04
H  -2.043  3.553  -2.754  0.09
H  -2.514  3.259  0.025  0.11
H  -0.814  2.432  0.102  0.08
H  -3.237  0.940  -0.133  0.11
H  -3.155  1.348  -1.973  0.11
H  -0.298  0.281  -1.308  0.12
H  -1.720  -0.602  -2.222  0.11
H  -1.475  -0.588  1.027  0.10
H  -2.723  -1.629  0.061  0.12
H  0.469  -2.133  -0.578  0.13
H  -1.084  -3.286  -0.652  0.14
H  -0.919  -4.819  0.890  0.12
H  -1.950  -4.017  1.931  0.13
H  2.217  2.867  3.634  0.16
H  1.612  1.380  4.732  0.12
H  0.212  1.661  1.879  0.07
H  -0.512  1.022  3.512  0.09
H  -0.376  2.922  3.265  0.11
H  2.058  -1.173  4.976  0.18
H  -0.663  -4.030  4.330  0.14
H  1.229  -4.381  4.752  0.15
H  1.190  -2.556  6.579  0.12
H  -0.337  -3.634  6.880  0.15
H  -1.316  -1.644  6.912  0.13
O  0.982  3.126  -3.629  0.05
C  1.037  2.493  -4.679  -0.48
O  0.533  1.240  -4.750  -0.01
C  0.385  0.487  -5.967  -0.23
C  1.672  -0.232  -6.317  -0.07
C  1.748  3.057  -5.875  0.01
H  0.020  1.121  -6.782  0.12
H  -0.400  -0.253  -5.779  0.12
H  2.489  0.470  -6.500  0.07
H  1.539  -0.849  -7.211  0.09
H  1.988  -0.875  -5.489  0.08
H  2.820  2.867  -5.779  0.10
H  1.574  4.137  -5.902  0.10
H  1.389  2.668  -6.825  0.07

Summary:
Frontier orbital gap in eV: 8.63
Energy above the lowest of the compared OMol25 structures with the same formula, charge and spin in kJ/mol: 1074.0
Total charge: +1

Record 2
The following is a quantum chemistry calculation of a cluster of 4 separate species, C43H55N4O9P in total at a distorted geometry, from the OMol25 dataset.

Last column: Löwdin charge in e.
Element x y z (Å)
C  -0.317  0.210  -3.854  -0.15
C  -0.875  1.751  -4.113  -0.26
C  0.266  2.736  -4.793  -0.22
C  0.866  3.862  -3.715  -0.21
C  1.588  3.114  -2.448  -0.24
C  3.132  3.579  -2.153  -0.20
C  3.838  2.819  -0.863  -0.20
C  2.930  1.583  -0.246  -0.23
C  3.676  0.757  0.974  -0.21
C  2.629  -0.404  1.518  -0.22
C  2.402  -0.382  3.151  -0.20
C  1.098  0.557  3.613  -0.20
C  0.987  1.939  2.739  -0.21
C  0.063  3.116  3.409  -0.20
C  -1.504  2.655  3.553  -0.17
C  -2.480  3.116  2.319  -0.03
C  -2.870  4.663  1.912  -0.11
C  -2.234  5.935  2.736  -0.11
C  -3.929  4.895  0.641  0.00
C  -4.602  3.685  -0.238  -0.27
P  -5.859  3.904  -1.678  0.89
C  -5.082  3.410  -3.374  -0.30
O  -6.300  5.620  -1.815  -0.39
C  -4.169  2.147  0.138  -0.04
C  -3.138  1.916  1.391  0.03
C  -3.007  0.284  1.471  -0.22
O  -2.153  -0.524  2.114  -0.03
N  -4.185  -0.249  0.629  0.06
C  -4.570  0.694  -0.509  -0.20
O  -5.062  0.373  -1.729  -0.04
H  0.436  -0.154  -4.693  0.09
H  0.258  0.141  -2.825  0.06
H  -1.252  -0.497  -3.801  0.07
H  -1.308  2.175  -3.111  0.10
H  -1.738  1.636  -4.928  0.11
H  -0.289  3.349  -5.632  0.10
H  1.176  2.139  -5.223  0.11
H  1.616  4.610  -4.215  0.11
H  -0.101  4.430  -3.307  0.11
H  1.485  1.940  -2.606  0.09
H  0.921  3.354  -1.493  0.11
H  3.782  3.300  -3.091  0.11
H  3.129  4.757  -2.021  0.12
H  3.900  3.635  0.000  0.11
H  4.904  2.386  -1.098  0.11
H  1.923  2.059  0.113  0.08
H  2.633  0.802  -1.098  0.12
H  3.961  1.430  1.896  0.10
H  4.683  0.231  0.610  0.11
H  1.626  -0.378  0.909  0.11
H  3.146  -1.443  1.255  0.10
H  2.155  -1.507  3.457  0.10
H  3.385  -0.110  3.753  0.12
H  0.152  -0.122  3.459  0.09
H  1.158  0.829  4.750  0.11
H  2.086  2.363  2.621  0.12
H  0.488  1.649  1.706  0.11
H  0.195  4.185  2.896  0.11
H  0.471  3.266  4.520  0.12
H  -1.931  3.107  4.570  0.13
H  -1.550  1.490  3.662  0.10
H  -2.422  5.807  3.891  0.09
H  -1.053  5.944  2.562  0.08
H  -2.603  6.995  2.338  0.09
H  -4.222  5.995  0.357  0.08
H  -4.104  2.792  -3.196  0.04
H  -4.943  4.385  -4.007  0.05
H  -5.913  2.749  -3.915  0.06
H  -5.625  6.185  -1.327  0.04
H  -4.992  -0.607  1.201  0.15
O  5.400  -0.578  -2.208  0.05
N  6.622  -0.777  -2.276  -0.32
O  7.404  -0.109  -2.967  0.06
C  7.179  -1.883  -1.489  -0.14
C  6.325  -2.689  -0.722  0.00
C  6.858  -3.754  0.006  -0.07
C  8.230  -4.009  -0.029  -0.07
C  9.079  -3.198  -0.785  -0.07
C  8.558  -2.132  -1.519  0.00
H  5.254  -2.504  -0.685  0.11
H  6.203  -4.389  0.598  0.11
H  8.640  -4.844  0.536  0.11
H  10.148  -3.401  -0.804  0.11
H  9.232  -1.511  -2.106  0.12
O  1.211  -6.753  7.527  0.06
N  1.114  -6.729  6.291  -0.33
O  1.580  -7.593  5.534  0.06
C  0.402  -5.599  5.684  -0.15
C  -0.109  -4.580  6.500  0.00
C  -0.764  -3.495  5.914  -0.07
C  -0.911  -3.432  4.528  -0.07
C  -0.411  -4.453  3.718  -0.06
C  0.249  -5.542  4.292  0.00
H  -0.003  -4.615  7.582  0.12
H  -1.158  -2.696  6.539  0.11
H  -1.417  -2.581  4.075  0.10
H  -0.531  -4.398  2.638  0.11
H  0.636  -6.327  3.647  0.12
O  -2.994  -5.930  -2.096  0.06
N  -3.908  -6.078  -2.920  -0.33
O  -4.213  -7.160  -3.443  0.06
C  -4.679  -4.890  -3.308  -0.15
C  -4.344  -3.640  -2.770  0.01
C  -5.064  -2.510  -3.160  -0.06
C  -6.112  -2.630  -4.075  -0.07
C  -6.450  -3.878  -4.601  -0.07
C  -5.734  -5.015  -4.220  -0.01
H  -3.530  -3.530  -2.056  0.12
H  -4.808  -1.534  -2.754  0.07
H  -6.667  -1.745  -4.381  0.11
H  -7.269  -3.963  -5.312  0.11
H  -6.008  -5.980  -4.642  0.12

Summary:
Frontier orbital gap in eV: 6.61
Total charge: 0

The following highest occupied orbital energy values (in eV) correspond, in order, to the records above: -11.55, -8.49.
The following total energy values (in Eh) correspond, in order, to the records above: -1204.2014, -2908.1483.